Entry 1:
This record from OMol25 describes a structure of composition C16H41BI2N6O5P2. The level of theory is the ωB97M-V functional and the def2-TZVPD basis.

The geometry in ORCA input format:
```
! wB97M-V def2-TZVPD RIJCOSX def2/J DEFGRID3
* xyz 0 1
C 0.166 1.624 -1.523
C 0.414 0.996 -2.870
O 0.507 1.700 -3.824
O 0.558 -0.376 -2.970
C 1.829 -0.904 -3.078
O 2.001 -2.042 -2.752
C 2.923 -0.027 -3.635
B 3.693 0.830 -2.562
I 4.269 -0.016 -0.727
I 4.124 2.857 -3.000
H -0.557 2.420 -1.669
H -0.186 0.894 -0.797
H 1.093 2.048 -1.132
H 2.585 0.585 -4.469
H 3.663 -0.726 -4.039
O 4.247 -0.866 2.692
P 4.215 -1.351 4.093
N 3.232 -0.240 4.950
C 3.777 0.993 5.494
C 1.963 -0.013 4.265
N 5.883 -1.321 4.517
C 6.424 -0.570 5.629
C 6.820 -1.389 3.402
N 3.861 -2.677 5.027
C 2.789 -2.770 6.013
C 4.574 -3.925 4.769
H 2.958 1.587 5.902
H 4.303 1.603 4.747
H 4.444 0.799 6.329
H 1.535 -0.959 3.927
H 2.068 0.636 3.388
H 1.250 0.438 4.958
H 6.428 0.512 5.453
H 7.456 -0.880 5.808
H 5.876 -0.783 6.550
H 7.000 -0.413 2.934
H 6.455 -2.060 2.629
H 7.772 -1.786 3.763
H 3.032 -2.193 6.905
H 2.663 -3.813 6.305
H 1.828 -2.429 5.630
H 5.252 -4.153 5.596
H 5.168 -3.857 3.860
H 3.879 -4.757 4.641
O -3.416 1.180 -2.547
P -4.757 1.290 -3.193
N -5.811 0.516 -2.076
C -5.941 -0.929 -2.040
C -5.680 1.081 -0.739
N -4.379 0.427 -4.636
C -4.974 -0.841 -4.982
C -2.982 0.591 -5.036
N -5.925 2.254 -3.874
C -7.276 2.464 -3.361
C -5.563 3.092 -5.015
H -6.577 -1.203 -1.196
H -4.980 -1.450 -1.928
H -6.448 -1.306 -2.925
H -5.655 2.173 -0.784
H -4.768 0.749 -0.229
H -6.547 0.800 -0.137
H -4.625 -1.666 -4.348
H -4.723 -1.091 -6.017
H -6.063 -0.786 -4.936
H -2.318 -0.054 -4.450
H -2.643 1.616 -4.911
H -2.873 0.339 -6.095
H -7.892 1.581 -3.526
H -7.731 3.302 -3.889
H -7.295 2.708 -2.300
H -6.049 2.726 -5.923
H -4.488 3.081 -5.185
H -5.856 4.131 -4.851
*
```

The value obtained for the HOMO-LUMO gap is 8.06 eV. Its LUMO energy is -0.00345 hartree.


Entry 2:
This record from OMol25 describes a cluster of 3 separate species, C16H41BN2O3 in total. The level of theory is the ωB97M-V functional and the def2-TZVPD basis.

The geometry in ORCA input format:
```
! wB97M-V def2-TZVPD RIJCOSX def2/J DEFGRID3
* xyz 0 1
C -1.580 -2.372 -0.086
C -3.093 -2.482 -0.171
N -3.612 -3.635 0.544
C -5.010 -3.911 0.265
C -6.053 -2.878 0.711
C -3.201 -3.752 1.935
C -3.510 -2.579 2.874
H -1.104 -3.294 -0.423
H -1.219 -1.552 -0.708
H -1.251 -2.173 0.935
H -3.388 -2.599 -1.218
H -3.533 -1.529 0.166
H -5.251 -4.879 0.714
H -5.098 -4.047 -0.817
H -6.205 -2.888 1.789
H -7.013 -3.099 0.241
H -5.769 -1.867 0.417
H -2.123 -3.930 1.955
H -3.656 -4.665 2.328
H -3.260 -1.621 2.414
H -2.913 -2.670 3.784
H -4.558 -2.544 3.170
C 2.766 1.825 -3.158
C 1.680 2.887 -3.220
N 1.765 3.842 -2.128
C 0.582 4.676 -1.993
C 0.252 5.651 -3.129
C 3.045 4.520 -1.980
C 3.577 5.311 -3.181
H 2.767 1.342 -2.179
H 2.588 1.063 -3.916
H 3.762 2.235 -3.332
H 0.704 2.401 -3.133
H 1.698 3.356 -4.216
H 0.679 5.234 -1.058
H -0.269 4.001 -1.858
H 0.925 6.508 -3.143
H -0.762 6.032 -3.001
H 0.300 5.165 -4.105
H 3.792 3.772 -1.704
H 2.957 5.181 -1.115
H 3.475 4.748 -4.110
H 4.639 5.522 -3.042
H 3.067 6.265 -3.311
B 2.037 -0.881 4.480
C 0.734 -1.592 3.967
O 1.033 -2.888 3.440
C 1.538 -2.795 2.163
O 2.884 -2.348 2.236
C 3.341 -1.747 1.034
C 2.680 -0.405 0.725
O 1.733 -0.573 -0.324
H 2.806 -1.523 5.120
H 2.229 0.282 4.294
H 0.152 -1.017 3.234
H 0.076 -1.746 4.835
H 1.482 -3.789 1.708
H 0.958 -2.082 1.558
H 3.168 -2.416 0.180
H 4.416 -1.630 1.157
H 2.184 -0.047 1.637
H 3.439 0.331 0.438
H 1.521 0.296 -0.688
*
```

The value obtained for the HOMO-LUMO gap is 8.58 eV. As for the SMILES: CCN(CC)CC.CCN(CC)CC.BCOCOCCO. Its LUMO energy is 0.02006 hartree.


Entry 3:
This record from OMol25 describes a structure of composition C16H41N3O6V. The level of theory is the ωB97M-V functional and the def2-TZVPD basis.

The geometry in ORCA input format:
```
! wB97M-V def2-TZVPD RIJCOSX def2/J DEFGRID3
* xyz 2 2
O 7.718 5.379 0.825
V 6.645 4.203 0.659
C 9.092 2.175 0.792
O 7.807 2.529 0.262
C 7.191 1.422 -0.429
C 5.828 1.885 -0.944
N 5.129 2.777 0.031
C 4.013 3.446 -0.666
C 4.508 4.563 -1.582
O 5.444 5.374 -0.859
C 5.956 6.464 -1.628
H 9.595 3.036 1.222
H 9.654 1.696 -0.008
H 9.066 1.435 1.602
H 7.162 0.570 0.253
H 7.771 1.102 -1.297
H 5.248 1.031 -1.301
H 6.030 2.423 -1.872
H 4.707 2.115 0.684
H 3.258 3.841 0.015
H 3.451 2.758 -1.308
H 3.660 5.141 -1.945
H 5.039 4.117 -2.426
H 6.701 7.026 -1.066
H 5.146 7.160 -1.880
H 6.349 6.131 -2.594
C 5.986 9.588 0.356
O 7.057 8.693 0.373
C 8.359 9.289 0.260
C 9.372 8.224 -0.112
N 9.052 7.526 -1.329
C 9.057 8.301 -2.568
C 10.462 8.667 -3.066
O 10.322 9.894 -3.740
C 11.476 10.312 -4.420
H 5.046 9.041 0.364
H 6.014 10.229 -0.537
H 5.973 10.295 1.198
H 8.569 9.664 1.267
H 8.338 10.135 -0.430
H 9.610 7.563 0.719
H 10.302 8.813 -0.205
H 9.540 6.656 -1.473
H 8.481 9.210 -2.404
H 8.524 7.726 -3.325
H 10.892 7.910 -3.738
H 11.199 8.751 -2.255
H 11.611 9.714 -5.334
H 12.398 10.285 -3.837
H 11.333 11.318 -4.813
C 6.435 4.058 5.069
C 5.869 4.059 3.648
C 5.544 5.474 3.210
O 5.069 5.416 1.858
C 3.961 6.289 1.638
N 6.865 3.431 2.712
H 7.400 4.579 5.039
H 6.592 3.028 5.387
H 5.884 4.623 5.818
H 4.932 3.500 3.604
H 6.413 6.137 3.258
H 4.780 5.866 3.883
H 3.115 6.010 2.270
H 3.655 6.192 0.600
H 4.196 7.333 1.839
H 7.752 3.370 3.220
H 6.601 2.442 2.817
*
```

Its energy relative to the best compared isomer or geometry (same formula, charge and spin) is 0.00 kJ/mol. The value obtained for the HOMO-LUMO gap (spin up / spin down) is 5.92 / 6.32 eV. Its LUMO energy (spin up / spin down) is -0.25853 / -0.24403 hartree.


Entry 4:
This record from OMol25 describes a cluster of 7 separate species, C16H42BCl3F4N3O in total. The level of theory is the ωB97M-V functional and the def2-TZVPD basis.

The geometry in ORCA input format:
```
! wB97M-V def2-TZVPD RIJCOSX def2/J DEFGRID3
* xyz -1 1
N 1.144 -0.391 -0.030
H 1.231 -1.395 0.023
H 0.716 -0.260 -0.935
H 2.010 0.122 0.056
H 0.436 0.019 0.563
C -5.693 -3.052 6.780
C -4.987 -1.761 6.753
N -3.406 -1.857 6.855
C -3.060 -2.858 8.031
C -2.908 -2.342 5.482
C -1.360 -2.248 5.438
C -2.808 -0.416 7.153
C -3.503 0.360 8.194
O -4.577 0.991 7.583
C -5.362 1.741 8.487
H -6.765 -2.949 6.614
H -5.734 -3.609 7.717
H -5.526 -3.717 5.932
H -5.376 -1.113 7.539
H -5.206 -1.195 5.848
H -3.450 -2.657 9.029
H -1.981 -3.011 7.995
H -3.435 -3.832 7.719
H -3.241 -1.722 4.649
H -3.301 -3.358 5.442
H -0.978 -2.755 4.552
H -0.801 -2.660 6.278
H -0.912 -1.258 5.363
H -2.642 0.187 6.260
H -1.772 -0.595 7.441
H -2.785 1.104 8.540
H -3.809 -0.128 9.119
H -6.232 2.205 8.023
H -4.893 2.500 9.113
H -5.805 1.042 9.197
C 3.262 2.761 -5.116
C 3.642 2.682 -6.583
C 3.137 1.497 -7.301
N 3.809 1.193 -8.688
C 3.683 2.294 -9.739
C 3.134 -0.086 -9.222
C 4.189 -0.749 -10.085
C 5.578 -0.236 -9.643
C 5.278 0.687 -8.506
H 4.191 2.534 -4.593
H 2.398 2.169 -4.815
H 3.164 3.839 -4.990
H 4.731 2.706 -6.634
H 3.428 3.610 -7.114
H 2.072 1.513 -7.535
H 3.276 0.613 -6.678
H 4.082 2.034 -10.719
H 4.348 3.099 -9.427
H 2.664 2.675 -9.669
H 2.197 0.091 -9.751
H 2.752 -0.671 -8.385
H 4.041 -0.383 -11.101
H 4.076 -1.832 -10.026
H 6.060 0.314 -10.451
H 6.233 -1.076 -9.412
H 5.863 1.606 -8.479
H 5.374 0.189 -7.541
Cl -1.195 -0.803 -3.958
Cl 1.659 -4.763 0.099
Cl 4.862 1.673 0.644
B -1.079 2.350 2.530
F -2.033 3.004 3.290
F 0.119 2.280 3.194
F -1.409 1.031 2.207
F -0.815 3.026 1.394
*
```

The value obtained for the HOMO-LUMO gap is 4.19 eV. Its LUMO energy is 0.02474 hartree.


Entry 5:
This record from OMol25 describes a cluster of 5 separate species, C16H42FNO14S6 in total. The level of theory is the ωB97M-V functional and the def2-TZVPD basis.

The geometry in ORCA input format:
```
! wB97M-V def2-TZVPD RIJCOSX def2/J DEFGRID3
* xyz 0 1
C 7.786 2.509 0.560
C 7.777 3.994 0.211
S 6.445 4.935 1.023
C 5.021 4.491 0.011
N 3.966 3.759 0.754
C 4.396 2.524 1.430
S 2.637 3.536 -0.170
O 2.941 3.737 -1.548
O 1.955 2.340 0.177
F 1.773 4.737 0.275
H 8.765 2.057 0.431
H 7.524 2.398 1.610
H 7.042 1.978 -0.025
H 8.710 4.463 0.509
H 7.679 4.161 -0.859
H 4.579 5.426 -0.319
H 5.341 3.971 -0.890
H 3.562 2.105 1.981
H 5.158 2.767 2.158
H 4.742 1.757 0.739
C 1.170 -0.306 7.227
C 0.721 -0.700 5.834
O 0.484 0.437 4.976
S 1.735 1.221 4.406
C 0.890 2.158 3.189
O 2.602 0.291 3.739
O 2.264 2.089 5.412
H 2.149 0.168 7.214
H 1.229 -1.193 7.859
H 0.467 0.399 7.670
H 1.438 -1.370 5.356
H -0.234 -1.218 5.875
H 0.488 1.480 2.440
H 1.629 2.818 2.744
H 0.100 2.737 3.660
C 0.437 1.788 -2.793
C -0.180 1.594 -4.162
O -1.175 0.545 -4.178
S -2.592 0.858 -3.527
C -3.416 -0.591 -4.081
O -3.142 2.018 -4.159
O -2.478 0.812 -2.102
H -0.295 2.155 -2.075
H 1.253 2.505 -2.844
H 0.821 0.841 -2.410
H -0.619 2.518 -4.544
H 0.577 1.273 -4.874
H -3.483 -0.569 -5.166
H -4.408 -0.586 -3.638
H -2.865 -1.461 -3.737
C -2.205 -1.970 -0.611
C -0.928 -2.739 -0.882
O 0.242 -2.125 -0.296
S 0.435 -2.241 1.277
C 2.091 -1.668 1.359
O 0.374 -3.624 1.645
O -0.414 -1.293 1.932
H -2.458 -1.981 0.448
H -3.032 -2.418 -1.164
H -2.101 -0.928 -0.913
H -1.000 -3.773 -0.538
H -0.721 -2.761 -1.950
H 2.743 -2.371 0.848
H 2.347 -1.601 2.412
H 2.140 -0.681 0.904
C -8.186 -2.842 -1.048
C -6.997 -3.769 -0.896
O -6.718 -4.530 -2.095
S -6.045 -3.772 -3.313
C -5.633 -5.191 -4.266
O -4.851 -3.132 -2.847
O -7.030 -3.008 -4.012
H -7.989 -2.052 -1.770
H -8.414 -2.377 -0.089
H -9.061 -3.393 -1.392
H -6.100 -3.225 -0.597
H -7.197 -4.518 -0.133
H -4.899 -5.781 -3.725
H -5.217 -4.830 -5.204
H -6.539 -5.761 -4.451
*
```

The value obtained for the HOMO-LUMO gap is 9.72 eV. As for the SMILES: CCSCN(C)S(=O)(=O)F.CCOS(C)(=O)=O.CCOS(C)(=O)=O.CCOS(C)(=O)=O.CCOS(C)(=O)=O. Its LUMO energy is 0.01385 hartree.


Entry 6:
This record from OMol25 describes a cluster of 6 separate species, C16H42N2O16P4 in total. The level of theory is the ωB97M-V functional and the def2-TZVPD basis.

The geometry in ORCA input format:
```
! wB97M-V def2-TZVPD RIJCOSX def2/J DEFGRID3
* xyz 0 1
C -4.403 3.026 -4.344
O -3.579 2.102 -5.187
P -2.231 1.567 -4.571
O -1.520 0.576 -5.382
O -1.441 2.945 -4.424
C -0.041 3.179 -4.540
O -2.715 1.119 -3.113
C -1.706 0.483 -2.168
H -4.837 3.853 -4.838
H -3.829 3.339 -3.449
H -5.282 2.532 -3.932
H 0.048 4.257 -4.706
H 0.339 2.530 -5.313
H 0.520 2.961 -3.655
H -1.463 1.226 -1.384
H -0.752 0.137 -2.665
H -2.215 -0.348 -1.739
C -2.480 1.454 4.787
O -3.796 2.010 4.730
P -5.080 1.054 4.757
O -5.053 -0.043 5.698
O -5.175 0.570 3.235
C -5.166 1.284 2.073
O -6.250 2.021 4.889
C -6.381 2.695 6.116
H -2.373 0.663 5.516
H -1.757 2.198 4.979
H -2.152 1.076 3.878
H -5.626 2.304 2.103
H -5.712 0.710 1.262
H -4.126 1.412 1.717
H -7.433 2.943 6.196
H -5.714 3.617 6.165
H -6.182 2.167 7.000
C 0.496 -2.031 -4.670
O 0.774 -1.353 -3.341
P 2.034 -0.351 -3.258
O 1.953 0.493 -2.084
O 1.946 0.277 -4.728
C 2.997 1.292 -4.986
O 3.321 -1.302 -3.384
C 3.713 -1.891 -2.144
H 1.378 -2.604 -4.962
H 0.194 -1.259 -5.376
H -0.380 -2.621 -4.529
H 3.852 0.799 -5.384
H 3.250 1.798 -4.065
H 2.653 2.040 -5.681
H 4.781 -2.019 -1.975
H 3.253 -2.836 -2.083
H 3.499 -1.400 -1.219
C 5.942 -0.306 0.811
O 4.799 -1.197 0.854
P 5.101 -2.662 1.496
O 6.065 -2.655 2.600
O 3.703 -3.145 1.926
C 3.177 -2.592 3.175
O 5.491 -3.565 0.271
C 5.585 -5.010 0.522
H 5.481 0.616 0.458
H 6.619 -0.699 -0.013
H 6.465 -0.170 1.785
H 2.510 -3.328 3.560
H 2.769 -1.612 3.069
H 3.962 -2.502 3.911
H 5.930 -5.221 1.547
H 6.280 -5.343 -0.202
H 4.578 -5.436 0.445
C -2.676 -2.589 3.689
C -1.706 -1.552 3.555
N -0.867 -0.800 3.492
H -2.215 -3.445 3.095
H -3.701 -2.374 3.375
H -2.814 -2.936 4.728
C 1.380 1.116 0.989
C -0.013 1.638 1.236
N -1.059 2.124 1.278
H 1.539 0.177 1.476
H 2.101 1.897 1.146
H 1.428 0.919 -0.096
*
```

The value obtained for the HOMO-LUMO gap is 10.85 eV. As for the SMILES: COP(=O)(OC)OC.COP(=O)(OC)OC.COP(=O)(OC)OC.COP(=O)(OC)OC.CC#N.CC#N. Its LUMO energy is 0.01806 hartree.


What did the fifth record say?
This record from OMol25 describes a cluster of 5 separate species, C16H42FNO14S6 in total. The level of theory is the ωB97M-V functional and the def2-TZVPD basis.

The geometry in ORCA input format:
```
! wB97M-V def2-TZVPD RIJCOSX def2/J DEFGRID3
* xyz 0 1
C 7.786 2.509 0.560
C 7.777 3.994 0.211
S 6.445 4.935 1.023
C 5.021 4.491 0.011
N 3.966 3.759 0.754
C 4.396 2.524 1.430
S 2.637 3.536 -0.170
O 2.941 3.737 -1.548
O 1.955 2.340 0.177
F 1.773 4.737 0.275
H 8.765 2.057 0.431
H 7.524 2.398 1.610
H 7.042 1.978 -0.025
H 8.710 4.463 0.509
H 7.679 4.161 -0.859
H 4.579 5.426 -0.319
H 5.341 3.971 -0.890
H 3.562 2.105 1.981
H 5.158 2.767 2.158
H 4.742 1.757 0.739
C 1.170 -0.306 7.227
C 0.721 -0.700 5.834
O 0.484 0.437 4.976
S 1.735 1.221 4.406
C 0.890 2.158 3.189
O 2.602 0.291 3.739
O 2.264 2.089 5.412
H 2.149 0.168 7.214
H 1.229 -1.193 7.859
H 0.467 0.399 7.670
H 1.438 -1.370 5.356
H -0.234 -1.218 5.875
H 0.488 1.480 2.440
H 1.629 2.818 2.744
H 0.100 2.737 3.660
C 0.437 1.788 -2.793
C -0.180 1.594 -4.162
O -1.175 0.545 -4.178
S -2.592 0.858 -3.527
C -3.416 -0.591 -4.081
O -3.142 2.018 -4.159
O -2.478 0.812 -2.102
H -0.295 2.155 -2.075
H 1.253 2.505 -2.844
H 0.821 0.841 -2.410
H -0.619 2.518 -4.544
H 0.577 1.273 -4.874
H -3.483 -0.569 -5.166
H -4.408 -0.586 -3.638
H -2.865 -1.461 -3.737
C -2.205 -1.970 -0.611
C -0.928 -2.739 -0.882
O 0.242 -2.125 -0.296
S 0.435 -2.241 1.277
C 2.091 -1.668 1.359
O 0.374 -3.624 1.645
O -0.414 -1.293 1.932
H -2.458 -1.981 0.448
H -3.032 -2.418 -1.164
H -2.101 -0.928 -0.913
H -1.000 -3.773 -0.538
H -0.721 -2.761 -1.950
H 2.743 -2.371 0.848
H 2.347 -1.601 2.412
H 2.140 -0.681 0.904
C -8.186 -2.842 -1.048
C -6.997 -3.769 -0.896
O -6.718 -4.530 -2.095
S -6.045 -3.772 -3.313
C -5.633 -5.191 -4.266
O -4.851 -3.132 -2.847
O -7.030 -3.008 -4.012
H -7.989 -2.052 -1.770
H -8.414 -2.377 -0.089
H -9.061 -3.393 -1.392
H -6.100 -3.225 -0.597
H -7.197 -4.518 -0.133
H -4.899 -5.781 -3.725
H -5.217 -4.830 -5.204
H -6.539 -5.761 -4.451
*
```

The value obtained for the HOMO-LUMO gap is 9.72 eV. As for the SMILES: CCSCN(C)S(=O)(=O)F.CCOS(C)(=O)=O.CCOS(C)(=O)=O.CCOS(C)(=O)=O.CCOS(C)(=O)=O. Its LUMO energy is 0.01385 hartree.